1.
{
  "formula": "C6H18N6O12",
  "method": "wB97M-V/def2-TZVPD",
  "lumo_energy_ev": -0.39,
  "total_energy_ha": -1470.252711,
  "smiles": "C[N+](=O)[O-].C[N+](=O)[O-].C[N+](=O)[O-].C[N+](=O)[O-].C[N+](=O)[O-].C[N+](=O)[O-]",
  "max_force_ev_per_a": 1.09,
  "relative_energy_ev": 0.0998,
  "gap_ev": 10.488,
  "e_homo_ev": -10.88,
  "species": ["C", "N", "O", "O", "H", "H", "H", "C", "N", "O", "O", "H", "H", "H", "C", "N", "O", "O", "H", "H", "H", "C", "N", "O", "O", "H", "H", "H", "C", "N", "O", "O", "H", "H", "H", "C", "N", "O", "O", "H", "H", "H"],
  "xyz": [[1.1710, -1.8092, -3.9631], [0.6410, -2.9750, -3.2002], [1.1414, -4.0619, -3.4031], [-0.2653, -2.7556, -2.4228], [1.8105, -1.2260, -3.3075], [0.3191, -1.2424, -4.3179], [1.7603, -2.2038, -4.7837], [-1.6800, 1.8607, -2.9757], [-1.9487, 2.7652, -4.1206], [-2.2950, 3.8935, -3.8519], [-1.8061, 2.3166, -5.2403], [-0.9594, 2.3351, -2.3196], [-1.2824, 0.9311, -3.3620], [-2.6259, 1.7155, -2.4645], [0.7674, -0.7243, 0.3810], [0.3189, 0.5230, -0.2844], [1.1187, 1.0851, -1.0119], [-0.8333, 0.8662, -0.1487], [-0.0680, -1.1097, 0.9526], [1.6841, -0.5622, 0.9300], [0.8932, -1.4524, -0.4233], [5.6015, 0.2004, 2.6692], [4.1167, 0.2309, 2.5242], [3.6701, 0.6051, 1.4629], [3.4490, -0.1447, 3.4693], [5.9519, -0.6772, 2.1362], [5.8223, 0.1502, 3.7275], [5.9911, 1.1050, 2.2167], [0.0130, -0.9650, 4.3934], [0.1002, 0.4800, 4.0559], [-0.0716, 0.7857, 2.8898], [0.3630, 1.2441, 4.9505], [-0.8440, -1.3786, 3.8724], [-0.0478, -1.0738, 5.4664], [0.9225, -1.4179, 4.0013], [-4.3135, 0.7156, 0.6312], [-5.1898, -0.0377, -0.3154], [-6.3841, 0.0286, -0.1306], [-4.6443, -0.6861, -1.1860], [-3.3080, 0.7213, 0.2252], [-4.4019, 0.2015, 1.5809], [-4.6580, 1.7429, 0.6968]],
  "forces_ev_per_angstrom": [[0.2, -0.3, -0.3], [0.1, -0.1, -0.1], [0.0, 0.2, 0.1], [0.0, 0.1, 0.2], [-0.2, 0.1, 0.2], [0.0, 0.1, 0.1], [0.0, 0.0, 0.0], [0.1, -0.1, 0.1], [0.2, -0.1, 0.0], [-0.1, 0.2, -0.1], [0.0, 0.1, -0.1], [-0.1, 0.1, 0.0], [-0.1, -0.1, 0.0], [0.0, 0.0, 0.1], [-0.6, -0.8, -0.4], [0.3, -0.1, -0.5], [0.0, -0.1, 0.2], [-0.2, 0.1, 0.2], [0.1, 0.3, 0.4], [0.0, 0.2, 0.1], [0.3, 0.2, -0.1], [-0.1, 0.2, 0.1], [0.0, -0.1, 0.1], [0.0, 0.0, -0.1], [0.0, 0.0, -0.1], [0.0, 0.0, 0.0], [0.0, -0.1, 0.0], [0.0, 0.0, -0.1], [0.1, -0.2, -0.3], [0.0, -0.1, -0.2], [0.0, 0.0, 0.2], [0.0, 0.3, 0.2], [-0.1, 0.0, 0.0], [0.0, 0.0, 0.1], [0.0, 0.0, 0.1], [0.2, 0.2, -0.4], [0.2, 0.1, 0.0], [-0.1, 0.0, 0.0], [-0.1, 0.1, 0.0], [0.1, -0.3, 0.2], [0.1, 0.1, 0.1], [-0.3, -0.1, 0.1]],
  "nbo_charge": [-0.487, 0.534, -0.365, -0.390, 0.239, 0.237, 0.233, -0.484, 0.535, -0.378, -0.385, 0.251, 0.220, 0.235, -0.489, 0.548, -0.391, -0.387, 0.231, 0.252, 0.233, -0.483, 0.540, -0.371, -0.390, 0.238, 0.235, 0.239, -0.488, 0.541, -0.398, -0.358, 0.228, 0.233, 0.242, -0.490, 0.534, -0.375, -0.379, 0.243, 0.232, 0.233]
}



2.
{
  "formula": "C39H37N8P2Pb",
  "method": "wB97M-V/def2-TZVPD",
  "lumo_energy_ev": -1.87,
  "total_energy_ha": -2821.840019,
  "max_force_ev_per_a": 0.45,
  "gap_ev": 8.244,
  "e_homo_ev": -10.12,
  "charge": 1,
  "species": ["Pb", "C", "N", "C", "C", "N", "C", "P", "C", "N", "C", "C", "N", "C", "C", "N", "C", "C", "N", "C", "H", "H", "H", "H", "H", "H", "H", "H", "H", "H", "H", "H", "H", "H", "H", "C", "C", "C", "C", "C", "C", "P", "C", "C", "C", "C", "C", "C", "C", "C", "C", "C", "C", "C", "C", "C", "C", "C", "H", "H", "H", "H", "H", "H", "H", "H", "H", "H", "H", "H", "H", "H", "H", "H", "N", "C", "C", "C", "C", "C", "N", "H", "H", "H", "H", "H", "H"],
  "xyz": [[0.2194, 0.0738, -0.1315], [-2.9964, -2.0684, 2.5805], [-1.9794, -1.2129, 3.1602], [-1.0177, -1.5972, 4.0591], [-0.2682, -0.4858, 4.3137], [-0.7344, 0.5733, 3.5852], [-1.7529, 0.1052, 2.8948], [-2.8810, 1.2317, 2.0241], [-1.6546, 2.5083, 1.6105], [-0.7318, 2.4668, 0.6631], [-0.0294, 3.6345, 0.7616], [-0.5310, 4.3820, 1.7883], [-1.5649, 3.6628, 2.3165], [-2.3374, 4.0214, 3.4970], [-3.0970, 0.4176, 0.4041], [-2.1951, -0.2203, -0.3332], [-2.8389, -0.7097, -1.4339], [-4.1573, -0.3740, -1.3597], [-4.3118, 0.3364, -0.2000], [-5.5865, 0.8748, 0.2610], [-3.1185, -2.9444, 3.2118], [-2.7167, -2.3874, 1.5767], [-3.9505, -1.5413, 2.5424], [-0.9432, -2.6150, 4.4045], [0.5832, -0.3940, 4.9684], [0.7878, 3.8668, 0.0977], [-0.2461, 5.3413, 2.1851], [-2.0548, 5.0252, 3.8005], [-2.1193, 3.3285, 4.3083], [-3.4017, 4.0050, 3.2728], [-2.3123, -1.2332, -2.2161], [-4.9829, -0.5627, -2.0246], [-6.0726, 1.3921, -0.5627], [-5.4142, 1.5746, 1.0712], [-6.2278, 0.0690, 0.6145], [1.6866, -6.6605, -2.0976], [2.8606, -5.9239, -2.1008], [2.8206, -4.5391, -1.9935], [1.6009, -3.8829, -1.8686], [0.4226, -4.6329, -1.8624], [0.4623, -6.0117, -1.9847], [1.4206, -2.0799, -1.7245], [3.0954, -1.4162, -1.4712], [3.6158, -0.4173, -2.2922], [4.8571, 0.1401, -2.0140], [5.5890, -0.2953, -0.9205], [5.0755, -1.2877, -0.0954], [3.8328, -1.8378, -0.3613], [0.9647, -1.5261, -3.3891], [1.2173, -2.3033, -4.4908], [0.8877, -1.8563, -5.7845], [0.3236, -0.6252, -5.9472], [0.0503, 0.2067, -4.8335], [-0.5258, 1.4862, -5.0248], [-0.7950, 2.2857, -3.9558], [-0.5126, 1.8286, -2.6485], [0.0513, 0.5988, -2.3953], [0.3529, -0.2392, -3.5182], [1.7221, -7.7386, -2.1866], [3.8153, -6.4250, -2.1965], [3.7433, -3.9740, -2.0116], [-0.5353, -4.1288, -1.7726], [-0.4584, -6.5813, -1.9934], [3.0581, -0.0771, -3.1550], [5.2528, 0.9122, -2.6611], [6.5592, 0.1361, -0.7105], [5.6407, -1.6326, 0.7614], [3.4372, -2.6037, 0.2945], [1.6820, -3.2747, -4.3720], [1.0924, -2.4879, -6.6389], [0.0729, -0.2614, -6.9369], [-0.7421, 1.8127, -6.0353], [-1.2309, 3.2666, -4.1009], [-0.7753, 2.4824, -1.8228], [0.2533, -4.0765, 1.3832], [1.2981, -3.5121, 2.0986], [2.1153, -4.2920, 2.9285], [3.1036, -3.6597, 3.6512], [3.2573, -2.2780, 3.5468], [2.4003, -1.6017, 2.7030], [1.4470, -2.1959, 1.9840], [0.3783, -5.0432, 1.1252], [-0.0178, -3.5046, 0.5960], [1.9662, -5.3621, 2.9953], [3.7532, -4.2366, 4.2972], [4.0160, -1.7482, 4.1051], [2.4748, -0.5239, 2.5846]],
  "forces_ev_per_angstrom": [[0.4, 0.1, 0.2], [0.0, 0.0, 0.0], [0.1, 0.1, 0.0], [0.0, 0.0, 0.0], [0.0, 0.0, 0.0], [0.0, 0.1, 0.0], [0.0, -0.2, 0.0], [0.0, 0.0, 0.0], [0.1, 0.0, 0.0], [-0.2, 0.0, -0.1], [0.0, 0.0, 0.0], [0.0, 0.0, 0.0], [0.0, 0.0, -0.1], [0.0, 0.0, 0.0], [0.0, -0.1, 0.0], [0.0, 0.0, 0.1], [0.0, 0.0, 0.0], [0.0, 0.0, 0.0], [0.1, 0.0, 0.0], [0.0, 0.0, 0.0], [0.0, 0.0, 0.0], [0.0, 0.0, 0.0], [0.0, 0.0, 0.0], [0.0, 0.0, 0.0], [0.0, 0.0, 0.0], [0.0, 0.0, 0.0], [0.0, 0.0, 0.0], [0.0, 0.0, 0.0], [0.0, 0.0, 0.0], [0.0, 0.0, 0.0], [0.0, 0.0, 0.0], [0.0, 0.0, 0.0], [0.0, 0.0, 0.0], [0.0, 0.0, 0.0], [0.0, 0.0, 0.0], [0.0, 0.0, 0.0], [0.0, 0.0, 0.0], [0.0, 0.0, 0.0], [0.0, 0.0, 0.0], [0.0, 0.0, 0.0], [0.0, 0.0, 0.0], [-0.2, 0.0, 0.0], [0.0, 0.0, 0.0], [0.0, 0.0, 0.0], [0.0, 0.0, 0.0], [0.0, 0.0, 0.0], [0.0, 0.0, 0.0], [0.0, 0.0, 0.0], [0.0, 0.0, 0.0], [0.0, 0.0, 0.0], [0.0, 0.0, 0.0], [0.0, 0.0, 0.0], [0.0, 0.0, 0.0], [0.0, 0.0, 0.0], [0.0, 0.0, 0.0], [0.0, 0.0, 0.0], [0.0, 0.1, 0.0], [0.0, 0.0, 0.0], [0.0, 0.0, 0.0], [0.0, 0.0, 0.0], [0.0, 0.0, 0.0], [0.0, 0.0, 0.0], [0.0, 0.0, 0.0], [0.0, 0.0, 0.0], [0.0, 0.0, 0.0], [0.0, 0.0, 0.0], [0.0, 0.0, 0.0], [0.0, 0.0, 0.0], [0.0, 0.0, 0.0], [0.0, 0.0, 0.0], [0.0, 0.0, 0.0], [0.0, 0.0, 0.0], [0.0, 0.0, 0.0], [0.0, 0.0, 0.0], [0.0, 0.1, 0.0], [0.1, 0.0, 0.1], [0.0, 0.0, 0.0], [0.0, 0.0, 0.0], [0.0, 0.0, 0.0], [0.0, 0.0, 0.0], [-0.1, -0.1, 0.0], [0.0, 0.0, 0.0], [0.0, 0.0, 0.0], [0.0, 0.0, 0.0], [0.0, 0.0, 0.0], [0.0, 0.0, 0.0], [0.0, 0.0, 0.0]],
  "mulliken_charge": [1.193, -0.798, 0.418, 0.008, -1.142, -0.248, -0.090, -0.445, -0.076, 0.602, -0.820, -0.623, 0.197, -0.851, -0.170, 0.687, -0.588, -0.943, 0.278, -0.923, 0.367, 0.182, 0.343, 0.494, 0.486, 0.497, 0.435, 0.321, 0.332, 0.330, 0.496, 0.485, 0.372, 0.346, 0.331, -0.579, -0.713, -0.295, 0.331, -0.409, -0.695, 0.812, 0.473, -0.613, -0.789, -0.630, -0.834, -0.413, 1.059, -0.712, -0.971, -0.882, 0.785, -0.831, -1.121, -0.163, -0.632, 0.278, 0.405, 0.450, 0.458, 0.378, 0.441, 0.413, 0.448, 0.409, 0.443, 0.611, 0.494, 0.449, 0.401, 0.389, 0.447, 0.390, -0.363, 0.347, -0.924, -0.472, -0.982, -0.383, 0.685, 0.343, -0.055, 0.474, 0.419, 0.529, 0.415]
}



3.
{
  "formula": "C10H30O5",
  "method": "wB97M-V/def2-TZVPD",
  "lumo_energy_ev": 0.50,
  "total_energy_ha": -775.140603,
  "smiles": "CCO.CCO.CCO.CCO.CCO",
  "max_force_ev_per_a": 1.51,
  "relative_energy_ev": 0.5421,
  "gap_ev": 10.123,
  "e_homo_ev": -9.63,
  "species": ["C", "C", "O", "H", "H", "H", "H", "H", "H", "C", "C", "O", "H", "H", "H", "H", "H", "H", "C", "C", "O", "H", "H", "H", "H", "H", "H", "C", "C", "O", "H", "H", "H", "H", "H", "H", "C", "C", "O", "H", "H", "H", "H", "H", "H"],
  "xyz": [[-22.0122, 5.4725, -12.6814], [-22.4606, 5.6931, -14.1059], [-23.7171, 6.3472, -14.0636], [-21.7801, 6.4062, -12.1738], [-21.1655, 4.7905, -12.5938], [-22.8374, 4.9621, -12.1762], [-22.5042, 4.7232, -14.6186], [-21.7150, 6.2874, -14.6517], [-23.9873, 6.5469, -14.9634], [-18.5813, 1.4078, -15.9235], [-18.1302, 0.5490, -14.7689], [-17.7846, 1.3695, -13.6637], [-17.7917, 2.1031, -16.2088], [-19.4491, 1.9942, -15.6087], [-18.8779, 0.7856, -16.7640], [-17.2637, -0.0590, -15.0732], [-18.8845, -0.2163, -14.5400], [-17.4467, 0.7997, -12.9676], [-18.1822, 6.2789, -14.4771], [-18.3666, 4.8389, -14.1380], [-17.1319, 4.1366, -14.3578], [-17.4839, 6.8222, -13.8287], [-19.1034, 6.8485, -14.3193], [-17.8230, 6.4407, -15.4929], [-19.0840, 4.4162, -14.8544], [-18.7376, 4.6530, -13.1285], [-17.3246, 3.1897, -14.3421], [-14.8403, 6.0436, -18.2803], [-15.7524, 5.0334, -17.6010], [-15.2506, 4.7520, -16.3086], [-14.7626, 6.9447, -17.6697], [-15.1742, 6.3188, -19.2802], [-13.8252, 5.6404, -18.3452], [-15.8110, 4.1103, -18.1859], [-16.7415, 5.5089, -17.5421], [-16.0031, 4.6704, -15.7043], [-16.7549, 6.3499, -10.4629], [-17.9659, 7.2669, -10.3386], [-17.6215, 8.5306, -9.7935], [-15.8269, 6.9190, -10.4212], [-16.7521, 5.8152, -11.4162], [-16.7223, 5.5893, -9.6802], [-18.7745, 6.8175, -9.7485], [-18.4170, 7.4454, -11.3158], [-17.0905, 8.3725, -9.0072]],
  "forces_ev_per_angstrom": [[-0.4, -0.4, 0.2], [0.7, -0.1, -0.1], [0.0, 0.0, -0.1], [-0.1, 0.0, 0.0], [0.2, 0.2, -0.3], [0.0, 0.2, 0.2], [-0.3, 0.0, 0.0], [-0.1, 0.1, 0.0], [-0.1, 0.0, 0.0], [-0.2, 0.3, 0.5], [0.4, -1.1, -0.6], [-0.3, 0.0, -0.1], [0.0, -0.1, -0.2], [0.0, 0.0, -0.1], [0.1, 0.0, -0.1], [0.1, 0.3, 0.0], [-0.2, 0.4, 0.3], [0.1, 0.1, 0.1], [0.2, 1.4, 0.6], [0.2, -0.9, -0.9], [-0.2, 0.4, 0.2], [0.2, -0.5, 0.1], [-0.2, -0.3, -0.3], [-0.2, -0.2, -0.1], [-0.3, 0.1, 0.3], [0.1, 0.2, 0.1], [0.1, -0.1, 0.3], [0.5, -0.2, 0.2], [0.1, 0.6, -0.1], [-0.1, 0.1, -0.2], [-0.2, 0.0, 0.0], [-0.1, -0.1, 0.0], [-0.1, 0.0, -0.1], [-0.2, 0.0, -0.1], [-0.1, -0.4, 0.0], [0.1, -0.2, 0.2], [-0.1, -0.5, -0.1], [-0.2, -0.1, 0.0], [-0.1, 0.2, 0.0], [0.0, 0.1, 0.0], [0.0, 0.0, 0.0], [0.0, 0.1, 0.1], [0.2, -0.1, 0.1], [0.2, 0.3, 0.0], [0.0, 0.1, 0.0]],
  "nbo_charge": [-0.627, -0.061, -0.720, 0.213, 0.207, 0.216, 0.152, 0.152, 0.469, -0.635, -0.062, -0.742, 0.216, 0.208, 0.224, 0.160, 0.161, 0.484, -0.637, -0.065, -0.763, 0.216, 0.215, 0.214, 0.158, 0.170, 0.503, -0.623, -0.060, -0.754, 0.208, 0.202, 0.207, 0.151, 0.146, 0.500, -0.655, -0.065, -0.714, 0.219, 0.222, 0.205, 0.156, 0.172, 0.460]
}



4.
{
  "formula": "C6H14NO",
  "method": "wB97M-V/def2-TZVPD",
  "lumo_energy_ev": 3.88,
  "total_energy_ha": -366.956359,
  "smiles": "CCC[C@H](C[O-])NC",
  "max_force_ev_per_a": 3.35,
  "relative_energy_ev": 1.2325,
  "gap_ev": 6.079,
  "e_homo_ev": -2.20,
  "charge": -1,
  "species": ["C", "N", "C", "C", "C", "C", "C", "O", "H", "H", "H", "H", "H", "H", "H", "H", "H", "H", "H", "H", "H", "H"],
  "xyz": [[-2.3027, 0.5010, -1.2421], [-0.9020, 0.7861, -1.1196], [-0.0036, -0.4201, -0.8581], [0.8686, 0.0157, 0.3322], [0.1559, 0.1101, 1.6705], [1.0516, 0.1118, 2.8952], [0.8800, -0.8032, -2.0428], [1.6038, -1.9007, -1.7531], [-2.5571, -0.3021, -1.9922], [-2.6253, 0.0815, -0.2916], [-2.9026, 1.3069, -1.6181], [-0.4530, 1.3642, -1.8167], [-0.7625, -1.1210, -0.4861], [1.3945, 0.9511, 0.1570], [1.6459, -0.7786, 0.3728], [-0.4743, 1.0088, 1.6524], [-0.6325, -0.6769, 1.7291], [0.6266, -0.2080, 3.8507], [1.4274, 1.1422, 2.9794], [1.9196, -0.5261, 2.7406], [1.6248, 0.0944, -2.1116], [0.4169, -0.7370, -3.0480]],
  "forces_ev_per_angstrom": [[0.4, -1.6, -1.3], [0.8, 0.0, 0.2], [-1.6, 2.9, 0.7], [0.9, -1.8, 0.2], [-1.8, -0.5, -0.2], [0.6, 0.6, -0.2], [2.3, 0.1, 0.8], [-0.4, -0.5, -0.5], [0.4, 0.1, 0.3], [-0.5, 0.4, 0.2], [-0.2, 0.9, 0.4], [-0.5, 0.0, -0.3], [0.7, -0.8, -0.4], [0.0, 0.2, -0.4], [-0.2, 0.4, 0.1], [0.2, 0.1, 0.1], [0.7, 0.0, 0.0], [-0.4, 0.2, -0.2], [0.1, -0.3, 0.4], [0.1, -0.1, -0.1], [-0.8, 0.0, 0.0], [-0.8, -0.3, 0.0]],
  "nbo_charge": [-0.397, -0.679, -0.052, -0.411, -0.399, -0.606, -0.027, -0.958, 0.140, 0.177, 0.182, 0.354, 0.165, 0.185, 0.234, 0.190, 0.180, 0.193, 0.190, 0.203, 0.045, 0.092]
}